{
  "formula": "C42H65NO15",
  "method": "ωB97M-V/def2-TZVPD",
  "species": ["C", "C", "O", "N", "H", "H", "C", "H", "H", "H", "H", "H", "H", "O", "H", "C", "C", "C", "O", "H", "H", "H", "H", "H", "H", "H", "H", "C", "C", "C", "O", "H", "H", "H", "H", "H", "H", "H", "H", "C", "C", "C", "O", "H", "H", "H", "H", "H", "H", "H", "H", "C", "C", "C", "O", "H", "H", "H", "H", "H", "H", "H", "H", "C", "C", "C", "O", "H", "H", "H", "H", "H", "H", "H", "H", "C", "C", "C", "O", "C", "C", "C", "O", "H", "H", "H", "H", "C", "C", "C", "O", "C", "C", "C", "O", "H", "H", "H", "H", "C", "C", "C", "O", "C", "C", "C", "O", "H", "H", "H", "H", "C", "C", "C", "O", "C", "C", "C", "O", "H", "H", "H", "H"],
  "xyz": [[-30.38, 30.21, 5.43], [-30.99, 31.38, 6.41], [-30.48, 31.57, 7.47], [-32.15, 32.04, 5.88], [-31.96, 33.11, 5.54], [-32.53, 31.77, 4.91], [-33.10, 32.34, 6.90], [-29.34, 30.28, 5.10], [-30.84, 30.31, 4.56], [-30.60, 29.38, 5.83], [-32.54, 32.95, 7.51], [-33.56, 31.48, 7.36], [-34.06, 32.96, 6.79], [-33.06, 31.49, 3.61], [-32.87, 30.67, 3.26], [-33.58, 29.11, 10.13], [-34.21, 28.65, 8.73], [-35.40, 29.31, 8.52], [-33.15, 28.87, 7.78], [-32.54, 28.56, 10.45], [-34.16, 28.99, 10.83], [-33.36, 30.05, 10.03], [-34.30, 27.41, 8.92], [-35.38, 28.97, 7.48], [-35.45, 30.49, 8.42], [-36.16, 28.92, 9.03], [-33.47, 28.85, 6.82], [-30.82, 35.71, 6.48], [-30.57, 35.28, 5.14], [-29.23, 34.65, 5.09], [-31.72, 34.46, 4.82], [-31.76, 36.29, 6.64], [-30.31, 36.58, 7.07], [-30.90, 34.78, 7.10], [-30.64, 36.24, 4.56], [-28.98, 34.15, 5.85], [-28.56, 35.40, 5.18], [-29.06, 34.16, 4.25], [-31.65, 34.36, 3.83], [-36.85, 34.59, 3.54], [-35.36, 34.41, 3.35], [-34.50, 35.63, 3.68], [-34.98, 33.28, 4.23], [-36.98, 35.42, 2.98], [-37.13, 34.74, 4.43], [-37.59, 33.71, 3.34], [-35.32, 34.20, 2.40], [-34.89, 36.46, 3.31], [-33.78, 35.20, 2.98], [-34.08, 35.69, 4.69], [-34.20, 32.85, 4.03], [-34.05, 27.01, 5.38], [-34.41, 28.22, 4.58], [-35.97, 28.38, 4.37], [-33.96, 29.35, 5.21], [-32.92, 26.98, 5.67], [-34.46, 26.16, 4.85], [-34.46, 26.99, 6.35], [-33.90, 28.12, 3.66], [-36.42, 27.68, 3.56], [-36.42, 29.42, 4.06], [-36.67, 28.03, 5.32], [-33.78, 30.04, 4.60], [-29.66, 32.98, 0.28], [-30.82, 32.23, 1.00], [-30.76, 30.70, 1.07], [-31.01, 32.64, 2.32], [-29.81, 34.07, 0.07], [-29.41, 32.49, -0.67], [-28.67, 32.92, 0.95], [-31.83, 32.37, 0.48], [-31.57, 30.33, 1.59], [-30.05, 30.21, 1.70], [-30.57, 30.09, -0.01], [-31.57, 32.19, 2.77], [-35.23, 37.71, 7.69], [-34.34, 37.34, 8.86], [-34.39, 35.99, 9.35], [-33.91, 35.72, 10.48], [-35.19, 34.94, 8.68], [-36.01, 35.27, 7.49], [-36.00, 36.65, 6.98], [-36.54, 36.94, 5.85], [-35.16, 38.87, 7.39], [-33.74, 38.13, 9.11], [-35.44, 33.99, 9.21], [-36.66, 34.53, 7.42], [-29.69, 28.55, 11.30], [-29.57, 28.91, 9.73], [-28.20, 28.90, 8.92], [-28.20, 29.13, 7.78], [-27.06, 28.85, 9.90], [-27.09, 28.12, 11.24], [-28.36, 28.25, 12.03], [-28.39, 28.08, 13.19], [-30.75, 28.44, 11.76], [-30.44, 29.12, 9.10], [-26.03, 28.94, 9.29], [-26.24, 27.90, 11.89], [-25.96, 31.87, 8.18], [-27.32, 32.43, 7.89], [-27.76, 33.65, 8.75], [-28.66, 34.51, 8.48], [-27.00, 33.93, 10.02], [-25.78, 33.19, 10.29], [-25.22, 32.23, 9.42], [-24.20, 31.70, 9.80], [-25.45, 31.20, 7.54], [-27.88, 32.12, 6.91], [-27.28, 34.75, 10.82], [-25.17, 33.47, 11.35], [-30.20, 32.57, 11.09], [-29.35, 32.25, 12.39], [-29.69, 33.02, 13.63], [-29.08, 32.80, 14.68], [-30.55, 34.13, 13.42], [-31.29, 34.47, 12.26], [-31.15, 33.69, 11.05], [-31.77, 33.99, 9.98], [-29.92, 31.92, 10.27], [-28.64, 31.49, 12.43], [-30.76, 34.64, 14.45], [-32.07, 35.26, 12.24]],
  "lowdin_charge": [0.09, -0.33, 0.12, 0.03, 0.16, 0.03, -0.04, 0.10, 0.01, -0.01, 0.05, 0.07, 0.12, -0.28, -0.06, 0.00, -0.51, -0.08, -0.10, 0.12, -0.03, 0.01, 0.19, 0.08, 0.15, 0.06, 0.05, -0.10, -0.45, 0.00, -0.06, 0.08, 0.14, 0.09, 0.17, -0.01, 0.08, 0.05, 0.13, -0.03, -0.39, -0.01, -0.05, 0.05, -0.03, 0.13, 0.08, 0.03, 0.08, 0.08, -0.04, -0.06, -0.50, -0.06, -0.07, 0.13, 0.08, 0.04, 0.12, 0.08, 0.10, 0.11, 0.03, -0.05, -0.47, -0.07, -0.03, 0.08, 0.06, 0.12, 0.16, 0.01, 0.05, 0.15, -0.09, 0.08, 0.06, -0.39, 0.05, 0.07, 0.07, -0.36, 0.05, 0.16, 0.07, 0.13, 0.06, 0.08, 0.10, -0.47, 0.12, 0.05, 0.08, -0.49, 0.11, 0.10, 0.07, 0.14, 0.11, 0.06, 0.09, -0.34, 0.03, 0.02, -0.01, -0.49, 0.10, 0.09, 0.13, 0.15, 0.19, 0.10, 0.12, -0.44, 0.09, 0.01, 0.04, -0.39, 0.05, 0.08, 0.07, 0.15, 0.12],
  "total_charge": 0,
  "lumo_energy_ev": -2.28,
  "e_homo_ev": -9.43,
  "e_tot_ev": -76784.164
}

---

{
  "formula": "C42H66FeN10OP2SSi",
  "method": "ωB97M-V/def2-TZVPD",
  "species": ["Fe", "C", "N", "C", "C", "N", "C", "P", "C", "N", "C", "C", "N", "C", "C", "N", "C", "C", "N", "C", "H", "H", "H", "H", "H", "H", "H", "H", "H", "H", "H", "H", "H", "H", "H", "S", "C", "C", "C", "C", "C", "C", "C", "C", "C", "N", "H", "H", "H", "H", "H", "H", "C", "Si", "C", "C", "C", "C", "C", "C", "C", "C", "H", "H", "H", "H", "H", "H", "H", "H", "H", "H", "H", "H", "H", "H", "H", "H", "H", "H", "H", "H", "H", "O", "P", "N", "C", "C", "C", "C", "N", "C", "C", "C", "C", "N", "C", "C", "C", "C", "H", "H", "H", "H", "H", "H", "H", "H", "H", "H", "H", "H", "H", "H", "H", "H", "H", "H", "H", "H", "H", "H", "H", "H"],
  "xyz": [[-0.65, 0.74, -0.03], [1.56, 5.64, 2.23], [0.57, 4.77, 1.69], [-0.77, 5.00, 1.62], [-1.33, 3.88, 1.08], [-0.37, 2.96, 0.81], [0.79, 3.50, 1.21], [2.46, 2.96, 0.72], [2.15, 2.41, -0.96], [1.29, 1.48, -1.39], [1.35, 1.53, -2.74], [2.24, 2.48, -3.16], [2.76, 3.04, -2.02], [3.73, 4.08, -1.90], [2.38, 1.26, 1.44], [1.49, 0.31, 1.21], [1.96, -0.80, 1.82], [3.15, -0.53, 2.44], [3.41, 0.78, 2.19], [4.51, 1.55, 2.71], [1.08, 6.50, 2.68], [2.15, 5.12, 3.00], [2.26, 5.97, 1.45], [-1.20, 5.93, 1.94], [-2.36, 3.69, 0.86], [0.76, 0.87, -3.34], [2.54, 2.80, -4.13], [4.11, 4.35, -2.89], [3.28, 4.97, -1.43], [4.56, 3.75, -1.28], [1.42, -1.72, 1.77], [3.80, -1.13, 3.03], [5.14, 0.90, 3.31], [5.10, 1.97, 1.90], [4.13, 2.36, 3.33], [-3.97, -0.23, -3.31], [-3.66, -1.65, -2.40], [-2.76, -1.47, -1.40], [-2.23, -0.15, -1.32], [-2.80, 0.64, -2.29], [-2.50, 2.01, -2.54], [-3.18, 2.77, -3.51], [-2.81, 4.08, -3.70], [-1.75, 4.60, -2.96], [-1.13, 3.77, -2.04], [-1.50, 2.52, -1.81], [-4.20, -2.56, -2.65], [-2.50, -2.26, -0.72], [-3.98, 2.33, -4.07], [-3.33, 4.70, -4.43], [-1.43, 5.62, -3.09], [-0.29, 4.13, -1.47], [-1.56, -1.52, 2.31], [-1.94, 0.39, 2.13], [-1.35, 1.07, 3.94], [0.18, 1.15, 3.93], [-1.74, 0.15, 5.10], [-1.85, 2.48, 4.24], [-3.93, 0.51, 2.07], [-4.60, 0.25, 3.41], [-4.34, 1.90, 1.57], [-4.50, -0.50, 1.08], [-2.40, -2.10, 2.66], [-0.72, -1.69, 2.99], [-1.27, -1.88, 1.33], [0.62, 0.17, 3.79], [0.55, 1.55, 4.88], [0.52, 1.80, 3.13], [-1.52, -0.89, 4.88], [-2.79, 0.23, 5.34], [-1.18, 0.42, 6.00], [-1.57, 3.17, 3.45], [-1.41, 2.85, 5.17], [-2.93, 2.52, 4.36], [-4.37, 1.02, 4.14], [-4.29, -0.72, 3.81], [-5.69, 0.23, 3.29], [-3.96, 2.68, 2.22], [-5.43, 1.99, 1.53], [-3.96, 2.05, 0.56], [-4.27, -1.52, 1.37], [-4.09, -0.33, 0.09], [-5.58, -0.40, 1.01], [0.22, -1.61, -0.71], [1.00, -2.71, -1.30], [0.70, -4.30, -0.79], [-0.64, -4.79, -1.14], [-1.16, -5.54, 0.09], [-0.38, -4.90, 1.24], [0.98, -4.66, 0.59], [2.63, -2.56, -0.97], [3.21, -1.29, -1.40], [4.73, -1.50, -1.38], [4.91, -2.84, -0.67], [3.65, -3.59, -1.08], [0.83, -2.75, -2.96], [-0.28, -2.12, -3.67], [-0.07, -2.55, -5.11], [0.48, -3.97, -4.95], [1.43, -3.81, -3.77], [-0.59, -5.44, -2.01], [-1.29, -3.94, -1.38], [-0.92, -6.60, 0.02], [-2.24, -5.43, 0.21], [-0.31, -5.53, 2.12], [-0.83, -3.95, 1.51], [1.57, -5.60, 0.60], [1.56, -3.88, 1.09], [2.87, -0.51, -0.73], [2.86, -1.02, -2.41], [5.24, -0.68, -0.87], [5.12, -1.56, -2.40], [4.90, -2.69, 0.42], [5.82, -3.35, -0.96], [3.42, -4.43, -0.42], [3.76, -3.97, -2.10], [-0.26, -1.05, -3.52], [-1.25, -2.49, -3.31], [0.68, -1.91, -5.59], [-0.99, -2.50, -5.69], [0.98, -4.34, -5.84], [-0.34, -4.65, -4.69], [2.42, -3.49, -4.12], [1.54, -4.73, -3.19]],
  "lowdin_charge": [0.61, -0.05, -0.14, -0.05, -0.16, 0.02, -0.45, 1.18, -0.46, 0.06, -0.13, -0.04, -0.14, -0.06, -0.47, 0.05, -0.15, -0.05, -0.13, -0.05, 0.09, 0.09, 0.08, 0.12, 0.10, 0.10, 0.12, 0.09, 0.09, 0.08, 0.09, 0.12, 0.09, 0.08, 0.09, 0.98, -0.45, -0.29, -0.23, -0.51, -0.30, -0.04, -0.07, -0.07, -0.17, 0.09, 0.06, 0.08, 0.08, 0.10, 0.09, 0.09, -0.24, 0.75, -0.62, -0.13, -0.11, -0.11, -0.64, -0.11, -0.12, -0.11, 0.02, 0.01, -0.03, 0.06, 0.08, 0.03, 0.06, 0.05, 0.07, 0.04, 0.08, 0.06, 0.05, 0.07, 0.08, 0.05, 0.08, 0.06, 0.07, 0.03, 0.08, -0.27, 0.58, -0.19, -0.20, -0.16, -0.16, -0.22, -0.19, -0.20, -0.16, -0.17, -0.20, -0.18, -0.19, -0.16, -0.17, -0.21, 0.11, 0.09, 0.11, 0.11, 0.11, 0.08, 0.11, 0.10, 0.08, 0.10, 0.10, 0.11, 0.11, 0.11, 0.10, 0.11, 0.10, 0.10, 0.11, 0.11, 0.11, 0.11, 0.11, 0.10],
  "s2": 6.015,
  "multiplicity": 5,
  "total_charge": 0,
  "lumo_energy_ev": [0.12, 0.12],
  "e_homo_ev": [-4.79, -5.80],
  "e_tot_ev": -133253.234
}